Record 1
The following is a quantum chemistry calculation of 5 unconnected molecules or ions with the total composition C8H27N3O8 at a distorted geometry, from the Open Molecules 2025 dataset.

Output
HOMO level, eV: -8.0
LUMO energy, eV: -0.516
Kohn-Sham gap, Eh: 0.277
Charge: 0

Structure (XYZ):
```
46
Properties=species:S:1:pos:R:3:lowdin_charge:R:1
N 1.255 -0.275 4.075 0.329
H 1.010 -0.128 5.043 0.147
H 1.679 -1.170 3.879 0.071
H 1.990 0.393 3.890 0.149
H 0.409 -0.177 3.531 0.074
N -1.114 -0.573 1.215 -0.640
O -0.126 -1.156 0.807 -0.044
O -0.982 0.034 2.278 -0.079
O -2.181 -0.546 0.662 0.028
C -3.404 2.920 -0.096 -0.239
C -3.848 4.191 -0.723 -0.252
O -2.718 4.892 -1.233 -0.082
O -2.867 1.990 -1.071 -0.063
H -4.180 2.406 0.471 0.116
H -2.737 3.140 0.738 0.118
H -4.492 4.864 -0.157 0.119
H -4.257 4.007 -1.716 0.118
H -2.996 5.794 -1.406 0.074
H -2.598 1.236 -0.541 0.034
C 1.404 -4.347 3.069 -0.277
C 1.870 -3.726 4.343 -0.211
O 2.740 -2.602 4.104 -0.092
O 0.361 -3.618 2.498 -0.047
H 1.115 -5.383 3.246 0.127
H 2.168 -4.388 2.292 0.129
H 2.431 -4.583 4.717 0.117
H 1.028 -3.509 4.999 0.134
H 3.557 -2.865 3.675 0.107
H 0.705 -2.910 1.949 0.055
C 2.323 -0.087 -1.665 -0.077
C 1.335 0.561 -2.534 -0.519
C 0.980 -0.314 -3.731 -0.187
O -0.279 -0.051 -4.401 -0.175
C -0.322 1.094 -5.261 -0.108
N 0.175 0.803 -1.785 0.070
H 1.913 -1.005 -1.244 0.078
H 2.352 0.524 -0.762 0.085
H 3.302 -0.225 -2.124 0.086
H 1.683 1.511 -2.938 0.132
H 1.035 -1.373 -3.475 0.122
H 1.868 -0.273 -4.363 0.115
H 0.167 2.026 -4.978 0.084
H -1.337 1.340 -5.574 0.083
H 0.122 0.863 -6.229 0.073
H 0.160 -0.014 -1.191 0.040
H -0.699 0.709 -2.283 0.076
```

Record 2
The following is a quantum chemistry calculation of 6 unconnected molecules or ions with the total composition C8H27NO9S at a distorted geometry, from the Open Molecules 2025 dataset.

Output
HOMO level (spin up / spin down), eV: -0.3 / -4.0
2S+1: 2
LUMO energy (spin up / spin down), eV: 1.948 / 1.945
Kohn-Sham gap (spin up / spin down), Eh: 0.082 / 0.220
Charge: -1

Structure (XYZ):
```
46
Properties=species:S:1:pos:R:3:lowdin_charge:R:1
C 4.937 -4.002 -4.928 -0.183
O 3.649 -4.024 -5.541 -0.119
H 5.710 -4.521 -5.495 0.077
H 5.243 -3.040 -4.517 0.077
H 4.780 -4.649 -4.065 0.058
H 3.680 -3.511 -6.352 0.008
C 11.079 -2.476 -8.607 -0.171
O 10.786 -2.566 -7.270 -0.141
H 10.659 -1.570 -9.042 0.062
H 12.166 -2.456 -8.689 0.079
H 10.601 -3.349 -9.051 0.091
H 11.105 -1.774 -6.830 0.096
C 4.423 -3.044 -8.785 -0.113
O 3.596 -2.370 -7.839 -0.152
H 5.213 -2.318 -8.978 0.067
H 4.819 -3.893 -8.228 0.083
H 3.866 -3.351 -9.670 0.082
H 3.185 -1.603 -8.246 0.087
C 7.471 -2.277 -6.561 -0.155
O 8.035 -2.854 -7.724 -0.133
H 7.976 -2.724 -5.705 0.057
H 7.685 -1.214 -6.448 0.082
H 6.396 -2.458 -6.587 0.052
H 8.989 -2.798 -7.630 0.011
O 5.454 -4.263 -1.658 -0.328
S 6.548 -4.677 -0.721 0.722
O 6.556 -5.954 -0.017 -0.293
O 7.976 -4.460 -1.581 -0.278
C 8.025 -3.449 -2.581 -0.296
C 9.458 -3.244 -3.047 -0.062
C 6.739 -3.263 0.472 -0.104
H 7.589 -2.513 -2.232 0.116
H 7.481 -3.863 -3.430 0.101
H 9.988 -2.939 -2.144 0.073
H 9.598 -2.462 -3.793 0.077
H 9.944 -4.168 -3.362 0.085
H 7.683 -3.309 1.014 0.068
H 5.861 -3.329 1.115 0.062
H 6.660 -2.344 -0.110 0.055
C 7.325 -0.507 -10.087 -0.044
N 8.430 0.528 -10.191 -0.622
O 9.515 0.366 -9.707 -0.170
O 8.098 1.573 -10.804 -0.223
H 6.744 -0.431 -9.168 0.049
H 7.819 -1.461 -10.270 0.061
H 6.593 -0.433 -10.892 0.053
```

Record 3
The following is a quantum chemistry calculation of 5 unconnected molecules or ions with the total composition C8H27O5 at a distorted geometry, from the Open Molecules 2025 dataset.

Output
HOMO level (spin up / spin down), eV: -2.2 / -10.1
2S+1: 2
LUMO energy (spin up / spin down), eV: 0.566 / 0.471
Kohn-Sham gap (spin up / spin down), Eh: 0.102 / 0.390
Charge: 0

Structure (XYZ):
```
40
Properties=species:S:1:pos:R:3:lowdin_charge:R:1
O -0.048 -1.575 0.131 0.225
H -0.892 -1.239 -0.178 0.093
H 0.350 -2.078 -0.583 0.060
H 0.487 -0.804 0.334 0.066
C -2.819 1.957 0.704 -0.051
C -2.235 0.743 1.375 -0.565
C -2.737 0.602 2.755 -0.063
O -2.483 -0.352 0.600 -0.064
H -2.307 2.873 0.997 0.085
H -3.898 2.021 0.845 0.081
H -2.803 1.854 -0.381 0.078
H -1.145 0.739 1.386 0.122
H -2.436 1.407 3.425 0.086
H -2.316 -0.278 3.241 0.089
H -3.813 0.747 2.854 0.088
H -3.408 -0.597 0.679 0.112
C 1.609 1.829 -0.782 -0.075
C 2.160 1.437 0.591 -0.496
C 1.806 2.397 1.742 -0.054
O 1.690 0.206 1.011 -0.104
H 2.071 2.786 -1.027 0.079
H 0.525 1.944 -0.768 0.073
H 1.931 1.189 -1.603 0.052
H 3.247 1.466 0.508 0.130
H 1.021 2.063 2.422 0.069
H 1.458 3.311 1.259 0.072
H 2.626 2.599 2.431 0.072
H 2.256 -0.254 1.636 0.105
C -1.151 -1.342 -3.357 -0.209
O -0.061 -1.017 -2.475 -0.215
H -2.127 -0.969 -3.046 0.070
H -0.891 -1.092 -4.386 0.064
H -1.180 -2.428 -3.435 0.054
H 0.732 -0.838 -2.985 0.019
C 2.744 -3.092 -0.786 -0.206
O 1.360 -3.449 -1.045 -0.171
H 3.281 -3.812 -0.168 0.069
H 3.309 -2.975 -1.711 0.052
H 2.850 -2.120 -0.304 0.050
H 1.235 -3.860 -1.904 0.059
```

Record 4
The following is a quantum chemistry calculation of a molecular structure, C8H28AgB2Br2O4PdS2 at a distorted geometry, from the Open Molecules 2025 dataset.

Output
HOMO level (spin up / spin down), eV: -4.7 / -4.7
2S+1: 3
LUMO energy (spin up / spin down), eV: 2.026 / 1.774
Kohn-Sham gap (spin up / spin down), Eh: 0.248 / 0.236
Charge: -1

Structure (XYZ):
```
48
Properties=species:S:1:pos:R:3:lowdin_charge:R:1
Ag -0.235 -2.755 -1.026 0.650
Pd -0.810 0.708 0.611 0.629
O -4.437 -1.970 0.671 0.033
C -4.399 -1.051 -0.287 -0.361
C -3.070 -0.774 -1.050 -0.418
O -1.866 -0.951 -0.446 -0.400
H -4.784 -0.085 0.101 0.134
H -5.145 -1.224 -1.094 0.103
H -3.207 0.156 -1.646 0.076
H -3.115 -1.534 -1.865 0.094
B 1.302 -0.223 -0.068 -0.505
H 2.383 -0.727 -0.157 -0.021
H 1.220 0.402 0.946 -0.044
H 1.092 0.545 -0.957 -0.052
H 0.459 -1.079 -0.067 -0.083
B -0.669 -4.206 1.027 -0.470
H -0.184 -3.135 1.266 -0.074
H -1.274 -4.775 1.880 -0.049
H -1.498 -4.028 0.136 -0.067
H 0.143 -4.992 0.594 -0.070
C -2.246 2.737 -3.310 -0.273
S -0.615 2.494 -2.601 0.834
O -0.837 2.197 -1.159 -0.605
C -0.354 0.833 -3.299 -0.236
H -2.745 3.608 -2.887 0.050
H -2.833 1.857 -3.036 0.036
H -2.259 2.826 -4.397 0.051
H -1.002 0.158 -2.741 0.045
H 0.705 0.675 -3.105 0.034
H -0.469 0.799 -4.383 0.054
C 1.730 4.026 -0.325 -0.255
S 1.281 3.682 1.408 0.844
O 0.193 2.686 1.362 -0.616
C 2.811 2.776 1.782 -0.252
H 2.049 3.041 -0.684 0.047
H 2.636 4.627 -0.379 0.051
H 0.863 4.322 -0.903 0.024
H 2.730 2.393 2.795 0.051
H 3.636 3.479 1.656 0.050
H 2.903 1.958 1.067 0.039
Br 4.247 -1.101 2.636 0.559
C 2.416 -1.669 2.953 -0.679
C 2.239 -3.179 3.090 -0.659
Br 3.602 -4.046 4.211 0.520
H 1.736 -1.386 2.147 0.017
H 2.082 -1.111 3.824 0.055
H 2.284 -3.604 2.094 0.056
H 1.313 -3.381 3.614 0.056
```